#A
A molecular structure, C5H7PS. Source: OMol25; level of theory: ωB97M-V with the def2-TZVPD basis set.

```
! RIJCOSX wB97M-V def2-TZVPD def2/J DEFGRID3
* xyz 0 1
C 2.577 0.961 0.245
C 1.207 0.590 0.639
C 3.228 -0.121 -0.281
C 1.012 -0.711 0.405
C -1.886 -0.592 -0.393
P -0.944 -2.050 0.395
S 2.324 -1.571 -0.264
H 2.989 1.962 0.267
H 0.472 1.150 1.069
H 4.324 0.011 -0.659
H -2.215 0.132 0.421
H -2.560 -0.973 -1.027
H -1.002 -0.220 -1.059
H -0.320 -2.465 -0.856
*
```

Calculated values
- Frontier orbital gap: 9.120 eV

#B
C5H7PS in the gas phase. Source: OMol25; level of theory: ωB97M-V with the def2-TZVPD basis set.

```
! RIJCOSX wB97M-V def2-TZVPD def2/J DEFGRID3
* xyz 0 1
C 0.210 1.356 -1.435
C 0.207 0.016 -1.203
C 0.207 -0.528 0.142
C 0.521 -1.948 0.491
C -0.309 0.270 1.113
P -1.528 1.430 0.560
S -1.405 3.138 1.472
H 0.591 2.011 -0.660
H 0.035 1.916 -2.380
H 0.108 -0.701 -2.010
H -0.198 -2.585 -0.019
H 0.383 -2.094 1.560
H 1.519 -2.269 0.214
H -0.343 -0.012 2.156
*
```

Calculated values
- Frontier orbital gap: 7.655 eV
- SMILES: C=C/C(C)=C\P=S

On energetic grounds, #B is preferred over the next structure by 1.350 eV.

#A
A molecular structure, C32H27F5FeGeN3O3S. Source: OMol25; level of theory: ωB97M-V with the def2-TZVPD basis set.

```
! RIJCOSX wB97M-V def2-TZVPD def2/J DEFGRID3
* xyz 1 5
Fe -1.527 0.503 -0.020
C -5.324 -0.826 -2.583
N -5.010 0.354 -1.780
C -5.902 1.359 -1.574
C -5.611 2.427 -0.799
C -4.326 2.456 -0.181
N -3.449 1.486 -0.418
C -3.777 0.435 -1.199
O -2.918 -0.459 -1.355
N -3.971 3.439 0.641
H -6.368 -0.772 -2.878
H -5.151 -1.721 -1.989
H -4.689 -0.853 -3.466
H -6.858 1.244 -2.065
H -6.334 3.210 -0.641
H -4.627 4.152 0.906
H -3.107 3.369 1.154
O 3.655 -1.590 -5.802
C 2.538 -1.979 -5.155
O 2.055 -3.054 -5.371
C 1.956 -1.019 -4.164
C 2.687 -0.018 -3.539
C 2.089 0.790 -2.587
C 0.746 0.624 -2.241
S 0.161 1.752 -0.974
C 0.005 -0.350 -2.906
C 0.610 -1.172 -3.838
H 3.849 -0.661 -5.623
H 3.742 0.122 -3.745
H 2.671 1.552 -2.091
H -1.045 -0.488 -2.691
H 0.046 -1.951 -4.331
F -1.537 -1.199 2.454
C -2.155 -0.058 1.963
F -1.871 0.944 2.873
C -3.654 -0.346 2.194
F -4.381 0.785 2.119
F -3.904 -0.888 3.385
F -4.130 -1.185 1.259
C 5.355 1.422 -0.979
C 4.491 2.403 -0.497
C 3.339 2.044 0.172
C 3.027 0.697 0.364
C 3.892 -0.278 -0.131
C 5.059 0.086 -0.793
Ge 1.506 0.038 1.345
C 1.357 0.751 3.121
C 2.303 1.737 3.436
C 2.433 2.202 4.734
C 1.625 1.688 5.733
C 0.691 0.705 5.437
C 0.550 0.240 4.143
C 1.040 -1.787 1.045
C 0.916 -2.314 -0.240
C 0.662 -3.664 -0.418
C 0.553 -4.494 0.688
C 0.696 -3.981 1.970
C 0.925 -2.630 2.156
H 6.259 1.709 -1.499
H 4.721 3.448 -0.648
H 2.669 2.819 0.522
H 3.670 -1.330 0.004
H 5.729 -0.678 -1.163
H 2.964 2.129 2.677
H 3.170 2.959 4.961
H 1.725 2.049 6.748
H 0.065 0.298 6.219
H -0.189 -0.513 3.936
H 1.043 -1.676 -1.110
H 0.565 -4.064 -1.417
H 0.364 -5.549 0.550
H 0.621 -4.636 2.826
H 1.022 -2.241 3.160
*
```

Calculated values
- Frontier orbital gap (alpha / beta): 7.112 / 7.065 eV

#B
A molecular structure, C32H27F5FeGeN3O3S. Source: OMol25; level of theory: ωB97M-V with the def2-TZVPD basis set.

```
! RIJCOSX wB97M-V def2-TZVPD def2/J DEFGRID3
* xyz 1 5
Fe 0.353 1.194 1.018
C 0.010 -1.334 4.975
N -0.230 -1.768 3.588
C -0.749 -2.997 3.286
C -1.035 -3.356 2.024
C -0.792 -2.385 1.006
N -0.248 -1.208 1.305
C 0.026 -0.895 2.575
O 0.510 0.243 2.839
N -1.083 -2.623 -0.273
H -0.205 -2.171 5.633
H -0.635 -0.493 5.216
H 1.045 -1.027 5.093
H -0.923 -3.652 4.129
H -1.453 -4.327 1.803
H -1.560 -3.464 -0.546
H -1.003 -1.867 -0.938
O 2.220 4.817 -6.089
C 1.319 4.999 -5.096
O 0.697 6.016 -5.025
C 1.155 3.879 -4.106
C 1.420 2.551 -4.408
C 1.172 1.554 -3.475
C 0.669 1.888 -2.222
S 0.302 0.566 -1.110
C 0.413 3.225 -1.918
C 0.645 4.210 -2.858
H 2.683 3.979 -5.972
H 1.792 2.262 -5.386
H 1.367 0.519 -3.719
H 0.008 3.494 -0.958
H 0.421 5.247 -2.646
F -2.396 0.856 1.655
C -1.566 1.921 1.357
F -1.365 2.573 2.574
C -2.450 2.872 0.549
F -1.851 4.075 0.435
F -2.659 2.392 -0.680
F -3.628 3.061 1.136
C 4.795 1.738 -3.607
C 4.727 2.673 -2.588
C 4.106 2.349 -1.382
C 3.538 1.087 -1.195
C 3.588 0.163 -2.245
C 4.223 0.481 -3.435
Ge 2.722 0.647 0.482
C 3.487 -0.905 1.251
C 4.390 -1.657 0.495
C 5.026 -2.754 1.062
C 4.760 -3.117 2.374
C 3.864 -2.375 3.134
C 3.230 -1.275 2.579
C 2.533 2.175 1.622
C 1.780 3.259 1.142
C 1.445 4.323 1.982
C 1.856 4.300 3.301
C 2.628 3.240 3.781
C 2.953 2.176 2.961
H 5.294 1.984 -4.537
H 5.166 3.654 -2.721
H 4.083 3.086 -0.588
H 3.124 -0.812 -2.141
H 4.271 -0.249 -4.234
H 4.625 -1.380 -0.523
H 5.734 -3.325 0.476
H 5.260 -3.973 2.810
H 3.666 -2.655 4.161
H 2.552 -0.687 3.184
H 1.519 3.315 0.090
H 0.870 5.157 1.599
H 1.577 5.107 3.967
H 2.968 3.246 4.809
H 3.552 1.362 3.348
*
```

Calculated values
- Frontier orbital gap (alpha / beta): 6.946 / 6.842 eV

On energetic grounds, #A is preferred over the next structure by 0.397 eV.

#A
A molecular structure, C4H7KO2. Source: OMol25; level of theory: ωB97M-V with the def2-TZVPD basis set.

```
! RIJCOSX wB97M-V def2-TZVPD def2/J DEFGRID3
* xyz 0 1
H -1.178 -0.981 -0.998
O -2.377 0.430 -2.170
C -2.234 -0.352 -1.260
H -3.107 -0.736 -0.689
C -0.468 0.761 0.577
C 0.361 -0.338 0.469
C 1.737 -0.281 -0.172
H -1.288 0.748 1.302
H -0.180 1.682 0.057
H 0.184 -1.186 1.144
H 1.732 0.577 -0.889
H 1.837 -1.188 -0.816
O 2.732 -0.198 0.776
K 2.252 1.063 2.667
*
```

Calculated values
- Frontier orbital gap: 6.713 eV

#B
A molecular structure, C4H7KO2. Source: OMol25; level of theory: ωB97M-V with the def2-TZVPD basis set.

```
! RIJCOSX wB97M-V def2-TZVPD def2/J DEFGRID3
* xyz 0 1
H -1.468 -1.129 -1.252
O -2.524 0.351 -2.261
C -2.458 -0.578 -1.493
H -3.348 -0.935 -0.933
C -0.351 0.824 0.681
C 0.486 -0.238 0.621
C 1.833 -0.230 -0.076
H -1.230 0.816 1.331
H -0.127 1.730 0.108
H 0.281 -1.109 1.258
H 1.818 0.604 -0.820
H 1.895 -1.162 -0.689
O 2.859 -0.126 0.839
K 2.332 1.182 2.685
*
```

Calculated values
- Frontier orbital gap: 6.667 eV

On energetic grounds, #B is preferred over the next structure by 0.684 eV.

#A
2 unconnected molecules or ions with the total composition CHF3OS2. Source: OMol25; level of theory: ωB97M-V with the def2-TZVPD basis set.

```
! RIJCOSX wB97M-V def2-TZVPD def2/J DEFGRID3
* xyz 0 1
F 1.006 1.940 -0.234
C 0.787 1.120 -1.166
F 0.842 1.654 -2.381
F 1.654 0.139 -1.227
S -1.019 0.537 -1.005
H -0.927 -0.751 -0.466
O 1.376 -1.091 1.983
S 2.639 -0.765 2.648
*
```

Calculated values
- Frontier orbital gap (alpha / beta): 7.794 / 7.791 eV
- SMILES: FC(F)(F)S.O=S

#B
2 unconnected molecules or ions with the total composition CHF3OS2. Source: OMol25; level of theory: ωB97M-V with the def2-TZVPD basis set.

```
! RIJCOSX wB97M-V def2-TZVPD def2/J DEFGRID3
* xyz 0 1
C 1.410 0.168 -0.146
O -1.696 0.884 0.958
F 1.360 0.938 0.911
F 1.999 0.693 -1.200
F 1.863 -1.072 0.088
S -1.622 -1.959 0.519
S -1.310 -0.109 0.000
H -2.004 0.459 -1.130
*
```

Calculated values
- Frontier orbital gap (alpha / beta): 7.235 / 8.356 eV

On energetic grounds, #A is preferred over the next structure by 1.770 eV.